94
Properties=species:S:1:pos:R:3 method="wB97M-V/def2-TZVPD" gap_ha=0.280 homo_energy_ev=-7.224
Cd -0.002 -0.040 0.050
C 1.876 -5.425 6.061
C 1.785 -4.318 5.040
C 2.154 -3.016 5.351
C 2.129 -1.992 4.406
C 2.573 -0.613 4.830
C 1.711 -2.279 3.096
Se 1.811 -0.817 1.839
C 1.305 -3.579 2.770
C 0.807 -3.952 1.406
C 1.357 -4.571 3.747
H 2.080 -5.027 7.055
H 2.683 -6.116 5.807
H 0.952 -6.005 6.106
H 2.479 -2.784 6.361
H 2.791 -0.597 5.899
H 1.810 0.137 4.609
H 3.476 -0.315 4.291
H 0.602 -3.076 0.806
H -0.109 -4.542 1.480
H 1.547 -4.551 0.868
H 1.045 -5.578 3.477
C 3.556 4.479 1.112
C 3.009 3.236 1.825
C 4.151 2.268 2.165
C 2.239 3.622 3.097
C 2.050 2.573 0.918
N 1.246 2.119 0.236
H 4.230 5.004 1.791
H 2.753 5.159 0.822
H 4.115 4.200 0.217
H 4.895 2.799 2.763
H 4.629 1.888 1.260
H 3.777 1.411 2.726
H 2.929 4.086 3.805
H 1.801 2.736 3.561
H 1.438 4.328 2.872
Br 3.712 1.993 -5.733
C 2.379 2.909 -4.755
C 2.028 4.182 -5.184
C 1.045 4.894 -4.514
C 0.407 4.333 -3.417
C 0.760 3.065 -2.982
C 1.752 2.352 -3.645
I 2.223 0.451 -2.922
H 2.527 4.606 -6.045
H 0.776 5.885 -4.858
H -0.374 4.876 -2.899
H 0.266 2.623 -2.128
N -5.876 1.332 -4.515
C -4.966 1.123 -3.843
C -3.825 0.858 -2.999
C -2.711 0.197 -3.512
C -1.618 -0.055 -2.695
C -1.598 0.330 -1.351
C -2.726 1.006 -0.868
C -3.826 1.272 -1.670
H -2.711 -0.119 -4.548
H -0.764 -0.560 -3.125
H -2.745 1.344 0.163
H -4.686 1.800 -1.278
O -1.276 0.919 1.989
S -1.177 0.236 3.334
C -2.542 0.925 4.283
C -3.778 1.125 3.682
C -4.788 1.738 4.405
C -4.557 2.150 5.716
C -3.320 1.943 6.306
C -2.301 1.332 5.584
C -1.852 -1.414 3.125
C -1.653 -2.353 4.126
C -2.166 -3.631 3.963
C -2.864 -3.959 2.807
C -3.050 -3.010 1.809
C -2.538 -1.728 1.963
H -3.941 0.809 2.658
H -5.756 1.897 3.948
H -5.346 2.640 6.273
H -3.143 2.263 7.325
H -1.327 1.172 6.034
H -1.096 -2.094 5.022
H -2.005 -4.375 4.734
H -3.256 -4.961 2.678
H -3.596 -3.266 0.909
H -2.685 -0.980 1.194
C -1.285 -3.726 -2.423
S 0.269 -2.941 -1.961
C 1.416 -3.865 -3.003
H -1.295 -4.771 -2.112
H -1.451 -3.650 -3.498
H -2.074 -3.183 -1.903
H 1.164 -3.737 -4.056
H 1.413 -4.923 -2.740
H 2.408 -3.454 -2.819



17
Properties=species:S:1:pos:R:3 method="wB97M-V/def2-TZVPD" gap_ha=0.331 smiles=SC1C[C@H]2C[C@@H]2C1 homo_energy_ev=-8.171
C 1.323 0.319 0.581
C 0.165 1.282 -0.081
C -1.152 0.786 0.262
C -2.035 -0.134 -0.539
C -0.652 -0.703 -0.324
C 0.413 -1.142 0.532
H 2.320 -0.881 -1.330
H 1.501 0.604 1.695
H 0.325 1.395 -1.102
H 0.537 2.283 0.330
H -1.384 0.735 1.308
H -2.287 0.045 -1.553
H -2.830 -0.787 0.103
H -0.093 -0.419 -1.282
H -0.054 -1.438 1.503
H 1.010 -1.981 0.202
S 2.892 0.037 -0.306



15
Properties=species:S:1:pos:R:3 method="wB97M-V/def2-TZVPD" gap_ha=0.377 smiles="NC(=O)NCCO" homo_energy_ev=-9.633
N 1.690 1.123 0.231
C 0.687 0.859 -0.747
O 0.061 1.736 -1.287
N 0.488 -0.516 -0.946
C -0.873 -0.985 -0.676
C -1.309 -0.558 0.760
O -0.638 0.577 1.251
H 1.852 2.112 0.363
H 2.536 0.573 0.199
H 1.139 -1.066 -0.400
H -0.870 -2.079 -0.769
H -1.548 -0.603 -1.447
H -1.197 -1.406 1.452
H -2.372 -0.291 0.742
H 0.353 0.526 1.274



16
Properties=species:S:1:pos:R:3 method="wB97M-V/def2-TZVPD" gap_ha=0.338 smiles="O=c1ccnc(O)[nH]1.C#CI" homo_energy_ev=-9.016
C -1.179 -1.677 -0.056
C 0.126 -1.524 -0.378
C -2.083 -0.559 -0.143
C -0.119 0.673 -0.848
C 1.483 1.074 1.991
C 2.329 0.657 1.252
N -1.434 0.624 -0.560
N 0.671 -0.348 -0.783
O -3.267 -0.536 0.099
O 0.353 1.865 -1.204
I 3.875 0.084 0.096
H -1.582 -2.622 0.266
H 0.834 -2.339 -0.322
H 0.681 1.375 2.597
H 1.305 1.789 -1.363
H -1.993 1.464 -0.644



107
Properties=species:S:1:pos:R:3 method="wB97M-V/def2-TZVPD" gap_ha=0.109 homo_energy_ev=-5.744
C -4.762 3.514 4.545
O -3.897 3.517 3.383
C -2.605 3.107 3.528
C -1.826 3.012 2.348
C -0.511 2.563 2.422
C 0.053 2.231 3.650
B 1.646 1.753 3.779
C 2.451 3.125 4.132
C 2.697 3.664 5.377
C 3.520 4.848 5.311
C 3.920 5.160 4.029
C 4.748 6.300 3.578
S 3.244 4.018 2.884
O 1.975 0.997 4.973
C 2.461 -0.217 4.468
C 3.388 -0.887 5.474
C 1.289 -1.116 4.172
C 3.121 0.206 3.048
C 4.497 0.812 3.262
C 3.203 -0.888 1.987
O 2.205 1.189 2.589
C -0.694 2.354 4.812
C -2.014 2.810 4.778
H -5.752 3.756 4.149
H -4.781 2.528 5.033
H -4.449 4.279 5.269
H -2.274 3.289 1.397
H 0.074 2.477 1.508
H 2.300 3.279 6.308
H 3.806 5.431 6.186
H 5.048 6.923 4.425
H 5.646 5.935 3.067
H 4.171 6.914 2.877
H 3.734 -1.846 5.071
H 4.255 -0.264 5.714
H 2.837 -1.090 6.400
H 1.650 -2.030 3.705
H 0.748 -1.369 5.091
H 0.597 -0.622 3.475
H 5.210 0.006 3.476
H 4.820 1.324 2.349
H 4.501 1.527 4.093
H 3.802 -1.728 2.361
H 2.214 -1.246 1.677
H 3.708 -0.480 1.105
H -0.255 2.101 5.778
H -2.578 2.924 5.707
F -2.049 -0.405 -4.900
C -2.713 -0.629 -3.740
F -1.896 -0.213 -2.713
F -3.808 0.209 -3.704
C -3.168 -2.047 -3.542
N -3.756 -2.166 -2.205
C -5.167 -2.296 -2.151
C -5.761 -3.378 -2.837
C -7.137 -3.420 -3.018
C -7.935 -2.360 -2.565
C -7.348 -1.266 -1.920
C -5.974 -1.245 -1.674
C -2.916 -2.219 -1.110
C -3.375 -1.790 0.154
C -2.490 -1.696 1.211
C -1.202 -2.292 1.124
C -0.510 -2.657 2.318
C 0.121 -3.930 2.485
C 0.847 -4.240 3.684
C 1.686 -5.329 3.758
C 1.647 -6.309 2.741
N 2.463 -7.410 2.800
C 3.749 -7.319 3.500
C 4.744 -6.713 2.556
F 5.983 -6.525 3.069
F 4.860 -7.510 1.438
F 4.290 -5.493 2.102
C 2.039 -8.690 2.390
C 1.883 -8.997 1.025
C 1.739 -10.328 0.636
C 1.674 -11.337 1.604
C 1.742 -11.020 2.969
C 1.930 -9.701 3.365
C 0.725 -6.167 1.681
C 0.017 -4.993 1.534
C -0.718 -2.646 -0.168
C -1.577 -2.664 -1.250
H -3.960 -2.252 -4.260
H -2.321 -2.727 -3.655
H -5.108 -4.162 -3.228
H -7.584 -4.276 -3.524
H -9.011 -2.381 -2.741
H -7.955 -0.416 -1.605
H -5.500 -0.399 -1.167
H -4.422 -1.509 0.272
H -2.817 -1.289 2.171
H -0.770 -2.101 3.227
H 0.752 -3.608 4.564
H 2.344 -5.463 4.617
H 3.675 -6.688 4.386
H 4.067 -8.332 3.736
H 1.917 -8.190 0.287
H 1.681 -10.562 -0.430
H 1.581 -12.380 1.297
H 1.656 -11.795 3.732
H 1.996 -9.413 4.418
H 0.604 -6.972 0.961
H -0.647 -4.918 0.670
H 0.316 -2.968 -0.303
H -1.234 -3.071 -2.205



14
Properties=species:S:1:pos:R:3 method="wB97M-V/def2-TZVPD" gap_ha="0.296 / 0.265" homo_energy_ev="-8.606 / -8.411"
C 2.602 -0.332 -0.373
C -1.334 0.124 -0.866
C -0.953 0.751 0.399
N 2.504 -1.373 0.240
O 1.056 2.076 1.604
O 0.496 2.495 -0.816
S 0.761 1.577 0.288
H 3.324 0.078 -1.158
H -1.098 0.809 -1.740
H -0.739 -0.849 -0.901
H -2.300 -0.276 -0.942
H -1.107 0.139 1.223
H -1.623 1.634 0.652
H 3.022 -2.219 0.285



Here are the calculated relative energy (zero: lowest compared OMol25 entry of this formula, charge and spin) numbers, same order: 55.71, 491.68, 113.54, 94.57, 244.38, 493.65 (kJ/mol).